A structure of composition C22H50InNO7, computed with ωB97M-V with the def2-TZVPD basis set.

Positions of all 81 atoms, in Å:
C: -3.14722 -4.14364 1.67951
C: -3.83727 -3.62736 0.42728
N: -3.98387 -2.16894 0.35480
C: -5.01402 -1.80455 -0.65219
C: -4.81647 -0.50214 -1.42786
In: -3.60928 1.19950 -0.55704
C: -1.46421 0.50315 -0.42433
C: -0.59462 1.51636 0.30085
C: 0.10173 2.43568 -0.68974
O: 0.42043 0.88491 1.15578
C: -3.60075 3.02272 -1.88956
O: -2.87577 3.98539 -1.50963
O: -4.26700 2.96417 -2.95433
C: -4.14216 -1.59248 1.64740
C: -5.52443 -1.32717 2.20320
O: -3.18734 -1.36900 2.33773
H: -2.90092 -5.20102 1.55431
H: -3.78086 -4.06656 2.56287
H: -2.22547 -3.60371 1.88416
H: -3.26343 -3.96219 -0.43987
H: -4.81673 -4.12414 0.35792
H: -5.01628 -2.65039 -1.34754
H: -6.01455 -1.79406 -0.20954
H: -4.32608 -0.74249 -2.37488
H: -5.79938 -0.10939 -1.69607
H: -4.25809 1.55469 1.10073
H: -1.12099 0.39065 -1.45789
H: -1.43780 -0.46678 0.07243
H: -1.20583 2.11820 0.97491
H: -0.63590 2.78639 -1.41149
H: 0.86300 1.85293 -1.21917
H: 0.55057 3.30264 -0.20012
H: 1.24628 0.95221 0.66657
H: -5.68877 -0.24991 2.14986
H: -5.52187 -1.64296 3.24245
H: -6.30881 -1.82130 1.63939
C: 4.47264 5.00810 3.62622
C: 3.74236 5.16609 2.30070
O: 3.10209 3.99908 1.84797
C: 2.08165 3.46691 2.69069
C: 0.93326 4.42392 2.94608
H: 5.20558 4.20154 3.56417
H: 4.99273 5.93392 3.88064
H: 3.78693 4.77511 4.44140
H: 4.46440 5.41226 1.51921
H: 3.03833 6.00595 2.35184
H: 2.51729 3.11599 3.63499
H: 1.70026 2.58940 2.17144
H: 1.24967 5.32491 3.47950
H: 0.17250 3.92706 3.54737
H: 0.47680 4.72873 2.00395
C: -4.10123 -9.17461 -2.79242
C: -4.23594 -7.67570 -3.01404
O: -3.75735 -6.88765 -1.94742
C: -2.38683 -7.03220 -1.62400
C: -1.44093 -6.69216 -2.76296
H: -4.61473 -9.47156 -1.87680
H: -4.54150 -9.71614 -3.63130
H: -3.05846 -9.48422 -2.70830
H: -5.29047 -7.41424 -3.10498
H: -3.75705 -7.38571 -3.95699
H: -2.18833 -8.04218 -1.24271
H: -2.21588 -6.34203 -0.79821
H: -1.56428 -7.36193 -3.61634
H: -0.40789 -6.77295 -2.42311
H: -1.61369 -5.67197 -3.10614
C: 6.06538 3.35344 -1.10117
C: 6.67220 4.05716 0.09817
O: 8.04881 3.77059 0.31319
C: 8.92190 4.11822 -0.73953
C: 8.92532 5.59845 -1.08677
H: 6.18089 2.27334 -1.00700
H: 5.00182 3.58256 -1.16295
H: 6.52909 3.66202 -2.04028
H: 6.16258 3.72135 1.00064
H: 6.51595 5.13998 0.03029
H: 8.70863 3.51960 -1.63317
H: 9.91386 3.82398 -0.39285
H: 7.95528 5.93477 -1.45315
H: 9.66165 5.79606 -1.86752
H: 9.17884 6.19529 -0.20924

Forces on atoms 1 to 6 (eV/Å):
0.21 -0.18 0.07
0.29 -0.11 0.19
-0.68 -0.05 0.09
0.08 0.06 -0.50
0.18 -0.27 0.24
0.04 0.42 -0.17

Calculated values
Lowest unoccupied orbital energy (eV): 3.499
Charge: -2
Kohn-Sham gap (eV): 2.49
2S+1: 1

---

A structure of composition C22H50P2PtSi2 in a non-equilibrium geometry, computed with ωB97M-V with the def2-TZVPD basis set.

Positions of all 77 atoms, in Å:
P: 0.24519 -1.86625 -2.10939
P: -0.20908 2.54880 -1.33434
C: 0.14653 -0.00882 -3.01540
C: 0.63612 1.39867 -2.57005
H: -0.83053 0.00475 -3.51384
H: 0.90969 -0.31209 -3.75227
H: 1.72685 1.46828 -2.53601
H: 0.28334 2.06352 -3.35145
C: -1.74563 3.09835 -2.07537
H: -2.24037 3.84538 -1.43140
H: -2.44343 2.26184 -2.22994
H: -1.49126 3.56687 -3.03009
C: 1.07669 3.81790 -1.36904
H: 0.80763 4.49271 -2.19417
H: 2.06130 3.37761 -1.57397
H: 1.14469 4.40228 -0.43933
C: -1.07083 -3.05680 -2.49038
H: -1.19399 -3.69918 -1.60036
H: -0.80019 -3.69564 -3.34912
H: -2.02712 -2.54622 -2.69205
C: 1.89331 -2.52528 -2.46021
H: 2.63549 -1.71764 -2.52601
H: 1.90536 -3.11712 -3.39023
H: 2.15510 -3.20115 -1.63207
Pt: -0.08577 0.07227 -0.93182
C: 0.43496 1.47054 -5.46144
C: -0.90284 1.44869 -5.21487
C: -1.88186 0.71166 -6.06519
C: -1.52604 -0.76735 -6.38776
C: -0.67016 -1.43678 -5.35162
C: 0.67887 -1.47193 -5.37114
C: 1.55047 -0.69018 -6.31140
C: 1.14573 0.78238 -6.58144
C: -0.02072 -1.56490 0.35821
H: 1.10078 2.19012 -4.96453
H: -1.37226 2.14714 -4.51114
H: -2.00460 1.26409 -7.01126
H: -2.86032 0.72812 -5.55731
H: -2.47885 -1.32197 -6.43225
H: -1.09682 -0.84230 -7.40502
H: -1.23317 -2.04979 -4.63793
H: 1.20977 -2.25504 -4.82153
H: 1.59850 -1.21364 -7.27939
H: 2.58244 -0.69916 -5.92111
H: 2.08424 1.34365 -6.73564
H: 0.58424 0.87016 -7.52639
H: 0.12948 -1.21640 1.38477
H: 0.80359 -2.26773 0.14263
H: -0.97184 -2.11068 0.31745
C: -1.84712 2.57976 3.11853
Si: -1.78529 1.16517 1.85327
C: -1.87848 -0.41589 2.86491
C: -3.30062 1.23268 0.76138
C: -0.23028 1.48866 0.77890
Si: 1.41439 1.44881 1.76008
C: 1.41458 0.31408 3.26852
C: 2.88192 0.95249 0.71701
C: 1.68596 3.19329 2.44539
H: -2.81257 2.52912 3.64178
H: -1.78291 3.56540 2.63770
H: -1.05329 2.51997 3.87603
H: -2.84982 -0.40997 3.38365
H: -1.84743 -1.32046 2.24708
H: -1.10381 -0.49978 3.63832
H: -3.33107 2.13517 0.13883
H: -3.35676 0.35520 0.10472
H: -4.19349 1.23387 1.40453
H: -0.37862 2.62116 0.77674
H: 1.21590 -0.73941 3.03982
H: 2.42609 0.36731 3.70183
H: 0.71582 0.63524 4.05219
H: 3.15362 1.72000 -0.01885
H: 3.74280 0.81993 1.39114
H: 2.72328 0.00493 0.18777
H: 1.86219 3.93063 1.65189
H: 0.84317 3.54330 3.05680
H: 2.57694 3.17302 3.08988

Forces on atoms 1 to 6 (eV/Å):
-0.42 1.44 -0.38
0.91 -2.18 0.31
0.11 -0.92 -1.68
-0.30 2.39 -0.59
0.70 0.13 0.09
-0.51 0.56 0.33

Calculated values
⟨S²⟩: 2.0119
Lowest unoccupied orbital energy (alpha / beta) (eV): 0.498 / 0.182
Energy relative to the best compared isomer or geometry (same formula, charge and spin) (eV): 5.621
Kohn-Sham gap (alpha / beta) (eV): 3.80 / 6.13
2S+1: 3